[1]
Below is a structure of composition C34H72O9 at a distorted geometry, with properties calculated with ωB97M-V with the def2-TZVPD basis set.

XYZ file:
```
115
Properties=species:S:1:pos:R:3
C 3.1180 3.1147 -0.1300
H 4.7967 2.5359 2.6223
H -1.7241 4.5771 1.9012
O -0.0588 -5.8258 -0.3222
C 4.0917 -2.7049 -1.2178
C -1.4893 -1.2620 3.4785
C -0.0752 -4.3877 -0.3344
O -1.3487 -1.2015 -2.4264
C -0.0198 -0.6305 -2.7539
H 5.1165 3.0139 -0.2863
C -2.0331 1.0767 -1.3925
C -4.3331 1.4376 -2.2613
H -0.3888 1.2471 -0.1770
H -4.5006 0.8287 -3.1497
C 0.0561 3.5685 -0.3609
H -3.0745 -1.9303 -3.6334
H 0.1540 3.7717 3.8995
H -0.9066 -4.1365 2.1063
H 3.1087 2.3119 -0.8673
H -1.7682 -0.4505 2.8062
C -1.2956 -1.5076 -4.7118
H 1.0841 2.7152 2.7860
H -2.4403 1.7199 2.6468
H -1.9787 -6.2470 -0.1282
O 2.9408 1.8657 1.8328
H -1.2893 -2.7463 1.1050
C -0.5052 -2.2021 3.0041
H 0.8689 -1.0995 1.2097
H -1.5517 2.9756 -2.2635
H 3.9020 0.4358 -1.3833
H 1.0321 1.3168 0.8465
H -0.9829 -7.3215 -1.2786
O 0.7883 4.4180 0.5157
H 5.1218 -0.8235 0.2720
H 0.1987 -1.6491 2.3821
H -1.1470 -1.2521 -1.0843
C -2.2269 -1.2465 -3.5878
C 3.4115 -0.4677 -1.0212
H -1.9418 3.0852 0.4141
C 0.0458 -0.9999 -4.2929
H -1.9811 4.1052 -1.0336
H -2.3487 5.7293 0.7394
H 4.5438 -2.9962 0.8231
C -3.5265 0.7580 -1.2313
C -1.4567 2.1866 2.5927
H -3.3357 -3.0889 2.0061
O -2.5945 -2.1846 3.7272
H -0.0350 0.4457 -2.5820
H 1.1044 0.5032 -0.7991
H 4.8030 1.2413 1.4938
H 0.2290 -0.0876 -4.8606
H -2.0253 -3.7699 -0.7373
H -1.0065 1.8581 4.6556
H 1.2049 2.3296 0.6827
C 0.5206 0.7125 0.0973
C -0.3270 -1.5681 -0.4395
C 3.8462 -2.4175 0.2176
H 0.3634 3.9016 -1.3522
H -3.6415 -0.3176 -1.3652
H 3.5451 -3.5691 -1.5954
O 3.7329 -1.4758 -1.8647
H 0.5470 -1.6988 -1.0776
H 0.8930 -3.9165 -0.5041
H 1.9100 3.5462 1.5791
H -0.7833 -3.1786 -1.8674
O -3.4531 2.4988 -2.5467
C -1.4376 3.8957 -0.1124
H -1.2894 -2.5813 -4.8992
H 1.3364 2.5242 4.5283
H -2.4013 -5.3789 -2.5517
C -1.5628 4.9927 0.9065
C 2.1934 2.6880 0.9699
C -1.1600 -4.0529 -1.3367
H 3.7039 -0.4827 1.1736
H -0.0044 -2.7844 3.7776
H -1.0529 2.1090 1.5832
H -0.3996 -4.0232 0.6403
C -0.1135 5.4372 0.9125
H 4.8593 4.1865 0.7794
H 0.0548 5.6606 1.9660
H -1.5833 1.5632 -0.5270
C -1.2319 -6.3233 -0.9184
C 0.0548 -0.6010 0.6835
H 0.8695 -1.6483 -4.5914
H -1.5446 -0.9996 -5.6435
H 5.1704 -2.8107 -1.3330
H 0.4445 2.5753 -0.1353
O -0.9015 -0.4272 1.5708
H -0.5753 -2.5731 -0.0986
H 2.6846 3.9586 -0.6667
H 0.8368 -1.1190 -2.2895
C -0.5161 1.8079 3.6835
H -0.7649 -5.4356 -2.9273
O -0.0744 0.5469 3.3038
C -1.2265 -3.0949 2.1359
H 2.3383 -0.4373 -0.8332
H -1.4025 0.2285 -1.6589
C -2.1052 2.0682 -2.5046
H -2.5845 -4.2524 3.2210
H 0.0400 6.3322 0.3094
H -2.6382 -0.2393 -3.6546
H -5.2607 1.7115 -1.7586
H -0.5994 0.2710 2.1563
C 4.0418 -0.9703 0.2591
H 0.6960 0.3156 3.8278
C -2.5987 -3.2501 2.7928
H -1.6610 3.2568 2.6243
H 2.8114 -2.6863 0.4301
H -1.8978 1.6393 -3.4850
C 4.3317 2.2035 1.6943
C 4.4545 3.1985 0.5598
H -3.8552 0.9281 -0.2060
H -1.1434 -0.8405 4.4223
C 0.6069 2.7897 3.7632
C -1.4263 -5.3476 -2.0654
```

Calculated values
HOMO-LUMO gap   0.3254 hartree
HOMO energy   -8.29 eV
Multiplicity   1
E_LUMO   0.57 eV


[2]
Below is the ion C16H23OS2Si with charge +1 at a distorted geometry, with properties calculated with ωB97M-V with the def2-TZVPD basis set.

XYZ file:
```
43
Properties=species:S:1:pos:R:3
H -2.8998 -2.6915 -3.2495
Si 0.0155 -0.5143 2.3654
S -0.4051 -1.2674 -2.1111
H -3.0395 -3.9849 -2.0103
C 1.7816 1.9353 -0.3325
C 3.6413 3.6102 -1.5521
H 0.9491 0.4141 4.5006
H -0.6088 3.2177 -1.7022
S -2.9177 -0.2755 -1.1862
H 1.4711 -2.3515 1.8288
H -4.4761 -1.8640 -1.6285
O 0.6354 0.7131 1.3906
C 1.4454 2.6023 -1.5432
C 3.0870 1.9862 0.1815
C -1.7797 -0.1414 2.7000
H 0.7127 -1.3368 4.5644
H 4.3716 4.2149 -2.0838
C -1.1717 -2.8755 -1.9531
H -0.6581 -3.4287 -2.7738
H -3.4878 -2.3496 -0.1928
C 1.0278 -0.5086 3.9174
H -2.4885 -0.2651 1.8754
H -0.1297 1.9927 -2.9063
H -1.4570 1.3849 -0.4398
H -0.8814 -3.2523 -0.9407
C -1.1444 -0.4184 -0.7265
C 2.3465 3.5230 -2.1134
H -2.1256 -0.7970 3.5056
C -0.0214 2.2614 -1.8469
C 4.0074 2.8070 -0.4570
C -2.7039 -2.9477 -2.1880
H 2.0120 4.1003 -2.9893
H 0.3850 -2.2426 0.4548
H 3.3309 1.4968 1.1270
H -1.0723 -0.9336 0.2538
C -3.4598 -2.0128 -1.2401
C 0.4268 -2.1511 1.5507
H 2.0814 -0.6763 3.6672
C 0.6760 1.1620 0.1467
H -1.9028 0.8829 3.0688
H -0.1797 -2.9618 1.9784
C -0.4323 1.0265 -0.8058
H 5.0387 2.9173 -0.1044
```

Calculated values
HOMO-LUMO gap   0.2302 hartree
HOMO energy   -11.13 eV
Multiplicity   1
Net charge   +1
E_LUMO   -4.86 eV
Relative energy (zero: lowest compared OMol25 entry of this formula, charge and spin)   0.0000 eV


[3]
Below is a cluster of 4 separate species, C3H16N2O3 in total at a distorted geometry, with properties calculated with ωB97M-V with the def2-TZVPD basis set.

XYZ file:
```
24
Properties=species:S:1:pos:R:3
H 0.1124 -2.7473 1.2806
O -1.2782 -1.4152 -1.7667
N 0.4166 -1.8713 0.8564
H 0.8985 -0.3510 2.2030
H -1.2392 2.1915 0.5863
O 3.1985 -1.2779 -0.4062
H -0.6347 -1.0996 2.5229
H -0.4488 1.8194 -3.5542
H 3.4599 -2.1978 -0.3570
N -0.7138 0.2332 0.9037
H 1.2210 2.3147 1.1997
H 0.8840 1.6910 2.7473
H 2.5098 -1.1312 0.2583
H -1.9494 1.7797 -3.8450
O -1.1947 1.2096 -3.6451
C 0.4176 2.2612 1.9530
H 0.2550 3.2637 2.3498
H -1.9541 -0.9963 -1.2208
H -1.6093 1.5805 2.1761
H 0.0141 -1.8192 -0.0717
C -0.8311 1.5936 1.4072
H -1.0539 -0.8187 -2.4871
H -0.3297 0.1650 -0.0313
C 0.0063 -0.7491 1.6987
```

Calculated values
HOMO-LUMO gap   0.3351 hartree
HOMO energy   -8.70 eV
Multiplicity   1
E_LUMO   0.42 eV
SMILES   CCNCN.O.O.O
Relative energy (zero: lowest compared OMol25 entry of this formula, charge and spin)   0.7600 eV


[4]
Below is a structure of composition C8H32F2N17O12S2Sn at a distorted geometry, with properties calculated with ωB97M-V with the def2-TZVPD basis set.

XYZ file:
```
74
Properties=species:S:1:pos:R:3
H -6.1050 6.7593 -1.1811
H -3.3948 -9.0465 1.7838
S 0.1802 0.2075 1.8696
H -2.2537 -5.3078 1.5588
O 0.1038 -1.3578 -1.0062
H 3.1108 3.2562 6.5587
O -6.6631 -5.6029 -5.2123
O 3.0515 1.5103 8.1465
C -2.5171 -7.2240 1.5635
H -4.2668 -7.7402 0.9845
C -1.6949 7.8566 4.5281
S 1.0218 -1.1661 0.1080
H -1.8865 1.7324 -4.4766
H -3.7432 -6.6698 -5.0167
H -6.3202 8.2331 -1.9919
N -3.4031 -8.1662 1.2888
H 6.8523 2.1555 -0.1090
O 2.1506 -0.2530 -0.1511
N 7.8488 2.1372 0.0545
N -1.1922 9.0509 4.6794
N 3.4521 3.4964 7.4785
H -5.1964 -3.7490 -4.1361
H 3.9567 2.5398 10.2804
H 1.3036 1.8400 -5.3847
H 6.1273 2.9315 1.4704
N -4.7572 -4.6009 -4.4548
C -5.4749 -5.6422 -4.9491
H -0.3544 9.3782 4.2199
H 3.5473 -7.5578 -3.9642
C -0.5507 1.5589 -5.9636
Sn 1.5630 -4.4285 6.5044
F -0.3565 0.1185 3.3164
H 1.3342 -10.3015 -5.8208
N 0.3380 2.0248 -5.1532
H 7.0750 3.3971 2.7788
N -5.1528 6.4815 -1.3712
O -0.8128 0.8164 0.9743
N -5.3422 8.4487 -2.1229
H -2.3984 1.0023 -6.0089
O -3.2964 7.4672 -2.2172
H 4.3596 4.0295 9.4243
N 2.2058 -9.8202 -5.6511
H -5.1079 -7.6565 -5.3304
H -3.7553 -4.5721 -4.3299
N 7.0526 2.9471 1.8749
N 3.4763 -8.4018 -4.5142
H 3.6676 4.4680 7.6507
H -4.5696 5.8533 -0.8371
O 1.1764 -8.2649 -4.3696
O -1.4681 -7.4419 2.1423
C 3.5102 2.5920 8.3524
H -5.1074 9.4073 -2.3375
O 1.3392 1.0422 2.0598
H 3.0805 -10.2758 -5.8688
N 4.1084 3.0512 9.4228
O 9.3393 2.4376 1.7024
F 1.7734 -2.6532 0.0827
N -2.9554 -5.9988 1.3343
C -4.4978 7.4350 -2.0242
C 2.2443 -8.7868 -4.8169
N -1.7635 1.5698 -5.4658
O -0.4360 1.2640 -7.1619
H -0.1939 7.5998 3.2209
N -4.7410 -6.7309 -5.1606
N -1.0582 7.1980 3.5549
H 8.4780 1.8395 -0.6774
N 0.4269 -1.2719 1.7465
O -2.6677 7.4234 5.1041
H 4.2639 -8.8404 -4.9696
H -1.5302 6.3361 3.3217
H -1.4058 9.4268 5.5922
C 8.2209 2.5583 1.2471
H -3.5279 -5.8688 0.5124
H 0.1784 2.5193 -4.2871
```

Calculated values
HOMO-LUMO gap   0.0401 hartree
HOMO energy   -10.85 eV
Multiplicity   1
Net charge   +1
E_LUMO   -9.76 eV
Relative energy (zero: lowest compared OMol25 entry of this formula, charge and spin)   6.7308 eV


[5]
Below is a structure of composition C6H9N, with properties calculated with ωB97M-V with the def2-TZVPD basis set.

XYZ file:
```
16
Properties=species:S:1:pos:R:3
C 1.8277 -0.5403 -0.1056
C -0.4635 -0.0503 1.0125
H 2.1507 2.0476 0.1815
C -1.5328 -0.9893 -0.7345
H 2.3746 -0.7234 0.8119
H -1.5499 1.8087 0.2211
C -1.4979 -1.1241 0.5915
H -2.0815 -1.5547 -1.4786
N 0.5760 -0.2849 -0.0481
H 1.3807 2.0579 0.1926
C -0.6661 1.1741 0.1335
H -0.2133 0.3998 -2.0050
H -2.0115 -1.8293 1.2344
H -0.1041 -0.0119 2.0442
H 2.3273 -0.5332 -1.0673
C -0.5163 0.1532 -0.9841
```

Calculated values
HOMO-LUMO gap (spin up / spin down)   0.2671 / 0.2670 hartree
HOMO energy (spin up / spin down)   -6.45 / -6.45 eV
Multiplicity   1
E_LUMO (spin up / spin down)   0.81 / 0.81 eV
Relative energy (zero: lowest compared OMol25 entry of this formula, charge and spin)   7.1261 eV


[6]
Below is a structure of composition C5H9NO at a distorted geometry, with properties calculated with ωB97M-V with the def2-TZVPD basis set.

XYZ file:
```
16
Properties=species:S:1:pos:R:3
H 0.3230 -1.7584 -0.7545
H -1.5143 -2.1085 -0.4083
H 2.4819 1.9612 1.3029
C -1.5818 -0.8078 -0.7128
H -2.2745 -0.0716 -2.3694
N -1.2800 1.5027 -0.1556
O -1.5286 -0.6015 -2.0550
H 1.6823 0.6795 -0.8203
C 1.1227 0.7063 0.1168
C -0.3707 -1.2580 -0.1014
H 2.6678 0.2186 1.5510
H -0.3914 -1.4521 0.9591
C -0.1369 1.2790 -0.0098
H -2.4106 -0.3764 -0.1558
C 1.9317 1.0073 1.3679
H 1.2794 1.0797 2.2452
```

Calculated values
HOMO-LUMO gap   0.2949 hartree
HOMO energy   -7.36 eV
Multiplicity   1
E_LUMO   0.67 eV
Relative energy (zero: lowest compared OMol25 entry of this formula, charge and spin)   5.4608 eV


[7]
Below is a cluster of 2 separate species, C2H7ClNP in total, with properties calculated with ωB97M-V with the def2-TZVPD basis set.

XYZ file:
```
12
Properties=species:S:1:pos:R:3
H 0.9379 1.3847 0.4189
P 3.0439 0.5871 -0.5231
C 1.9059 0.9620 0.6294
H -1.2453 0.1457 1.1836
H 2.1226 0.7634 1.6678
C -1.1926 -1.1603 -0.3690
H -1.7020 -1.9722 0.1621
H -0.1155 -1.3262 -0.3325
H 2.3177 1.0175 -1.6518
N -1.4329 0.1524 0.1846
Cl -3.1268 0.6076 0.0408
H -1.5130 -1.1617 -1.4108
```

Calculated values
HOMO-LUMO gap   0.3552 hartree
HOMO energy   -9.53 eV
Multiplicity   1
E_LUMO   0.13 eV
SMILES   CNCl.C=P
Relative energy (zero: lowest compared OMol25 entry of this formula, charge and spin)   2.1028 eV


[8]
Below is a structure of composition C48H42AsO2P2S5Tc at a distorted geometry, with properties calculated with ωB97M-V with the def2-TZVPD basis set.

XYZ file:
```
101
Properties=species:S:1:pos:R:3
S 3.1800 -3.3653 0.6673
O 2.0693 -0.7453 -0.3615
H 1.2728 3.6743 -3.2134
H 4.8083 1.1772 -4.6631
H 0.1547 4.2276 -0.7767
H -4.5229 -4.9957 -0.4233
C 4.5288 -4.4227 0.5893
C 4.0386 -2.1445 -0.1963
C 1.0143 -1.5484 2.3967
H -4.9052 0.8201 -0.9532
H -2.2401 2.3612 -1.8297
As 0.2484 1.9119 -1.7146
H 1.4103 3.3141 0.0887
C 4.6099 2.3267 1.6023
C -2.8644 -3.3289 4.1575
C -5.4141 -3.8477 1.1563
P -0.3193 -2.0413 1.2663
H 3.0225 -2.7223 4.8403
C -4.3589 3.5001 1.0483
P -2.5149 -0.5471 -0.0442
H -2.2046 7.2483 -4.8712
H 5.9019 1.2887 2.9683
H 3.6344 -0.3382 4.9316
H -2.1518 4.8104 -1.3615
C 4.4461 0.4051 -4.0061
C -2.9816 -4.6833 3.8843
C -1.3884 -3.0924 2.2881
H -3.0017 -3.1773 -1.1206
H 5.3087 -0.9124 1.7318
C -3.7058 -1.8326 0.3970
C 0.3973 3.2695 -0.3085
C 2.5572 -2.0227 4.1622
H -2.3993 -6.2977 2.6025
H -2.7180 3.7031 2.4119
C 4.0960 -0.8384 -4.4183
H -0.9825 -4.8685 1.1621
H 4.6777 3.3535 1.9013
H -6.0764 -4.6419 1.4592
C -4.4379 1.4611 -0.2186
H -1.7633 1.4812 1.8625
H -3.5983 -5.3061 4.5145
H 4.1311 -1.2509 -5.4083
C 4.2840 0.5834 -2.6102
H 4.5527 1.4936 -2.1049
H -2.5588 6.9852 -2.4445
C -3.6789 -3.0433 -0.2859
S 3.5612 -1.8251 -3.1148
C -4.9859 2.6861 0.1149
S 3.6162 1.9002 0.2627
H -5.9080 3.0032 -0.3458
C 1.6088 -2.4640 3.2567
H -3.3938 -2.8956 4.9923
C 2.2963 0.2291 3.3681
C -3.2642 1.0464 0.4000
Tc 0.3285 -0.5543 -1.2270
C 5.5806 -3.8619 -0.0596
H -4.6057 -0.6569 1.9474
C -1.4509 2.4681 -2.5799
C -4.5894 -1.6172 1.4483
H -1.3342 5.3514 -6.1920
C -3.1942 3.0791 1.6699
H 4.4478 -5.4026 1.0146
C -2.0666 -2.5291 3.3613
S -2.0970 -0.6227 -2.0256
C 3.7989 -0.5263 -1.9865
H -0.3027 3.0740 0.5031
C -1.9829 6.3097 -4.3884
C 5.2374 1.2446 2.1241
H 6.5209 -4.3573 -0.2214
C 1.5150 2.6276 -3.0091
C -0.8931 -0.5143 0.6254
H 0.8648 0.5011 1.7973
C 4.0674 0.2359 0.3959
C -2.1859 6.1564 -3.0268
H 6.0024 -1.9457 -1.0540
H -4.7805 4.4630 1.2973
C 1.3511 -0.2031 2.4606
H -1.9647 -1.4709 3.5656
C 4.9128 0.0453 1.4466
C -5.4469 -2.6330 1.8233
H 1.4329 2.0515 -3.9326
S 0.0968 -3.0183 -0.4453
C -1.5000 5.2455 -5.1315
C -4.5392 -4.0528 0.1014
C -1.5120 -4.4463 2.0050
H 2.5521 1.2763 3.4135
H 2.5369 2.5587 -2.6396
H -6.1395 -2.4727 2.6349
C -1.2662 4.0232 -4.5276
C 3.4464 -0.7883 -0.5307
H 1.3314 -3.5099 3.2171
C -2.6497 1.8461 1.3572
O 0.7586 -0.8427 -4.2530
C -2.3069 -5.2420 2.8112
C -1.9537 4.9328 -2.4201
C 2.9032 -0.6813 4.2158
H -1.6247 1.7236 -3.3642
C 5.3003 -2.5568 -0.5134
C 0.7466 -0.7981 -3.1101
H -0.9225 3.1854 -5.1202
C -1.5118 3.8434 -3.1683
```

Calculated values
⟨S²⟩   0.8329
HOMO-LUMO gap (spin up / spin down)   0.2291 / 0.2288 hartree
HOMO energy (spin up / spin down)   -10.42 / -10.44 eV
Multiplicity   2
Net charge   +1
E_LUMO (spin up / spin down)   -4.19 / -4.21 eV


- Which of these has the highest multiplicity?
  C48H42AsO2P2S5Tc


- The highest multiplicity belongs to which entry?
  C48H42AsO2P2S5Tc